[1]
{
  "formula": "C6H14N2",
  "method": "wB97M-V/def2-TZVPD",
  "symbols": ["C", "C", "N", "N", "C", "C", "C", "C", "H", "H", "H", "H", "H", "H", "H", "H", "H", "H", "H", "H", "H", "H"],
  "xyz": [[2.665512, -1.084653, 0.919496], [1.281561, -0.474591, 0.774409], [0.693378, -0.078421, 1.967425], [0.695636, -0.558289, -0.340870], [-0.711803, 0.211640, -0.636629], [-1.860362, 0.175183, 0.366515], [-0.306813, 1.646697, -0.955247], [-1.181053, -0.497953, -1.914120], [3.064852, -1.361339, -0.059115], [2.621723, -1.980951, 1.544563], [3.331795, -0.359110, 1.397826], [-0.090743, 0.521160, 2.175544], [0.854442, -0.706064, 2.749790], [-2.003457, -0.824538, 0.785930], [-2.802106, 0.469950, -0.114616], [-1.748301, 0.910034, 1.166839], [0.043940, 2.164959, -0.057446], [-1.153595, 2.210722, -1.366223], [0.510824, 1.669826, -1.681554], [-1.462517, -1.535816, -1.703973], [-2.053433, 0.005084, -2.350352], [-0.389480, -0.523531, -2.668190]],
  "atomic_forces_ev_per_a": [[-0.176, 0.280, 0.034], [-1.146, -1.065, 0.169], [0.646, 0.004, 1.962], [-1.905, 2.020, -1.214], [1.909, -1.243, -0.544], [-0.010, -0.013, 0.402], [0.096, 0.105, 0.024], [-0.019, -0.031, -0.118], [-0.211, 0.087, 0.179], [0.021, 0.067, 0.037], [-0.050, -0.161, -0.038], [0.090, -0.218, -1.072], [0.353, 0.385, -0.255], [0.045, 0.140, 0.039], [0.253, -0.168, -0.208], [0.123, -0.161, 0.121], [-0.059, -0.028, -0.013], [0.075, -0.106, 0.077], [-0.150, -0.084, 0.050], [0.043, 0.143, 0.049], [0.108, -0.018, 0.134], [-0.035, 0.064, 0.185]],
  "lowdin_charge": [-0.038, -0.498, 0.106, 0.134, -0.555, -0.079, -0.071, -0.087, 0.075, 0.073, 0.075, 0.069, 0.091, 0.087, 0.084, 0.060, 0.075, 0.085, 0.082, 0.079, 0.079, 0.075],
  "charge": 0,
  "multiplicity": 1,
  "smiles": "C/C(N)=N/C(C)(C)C",
  "orbital_gap_ev": 9.627,
  "e_homo_ev": -8.74
}

---

[2]
{
  "formula": "C6H14N2",
  "method": "wB97M-V/def2-TZVPD",
  "symbols": ["H", "N", "C", "N", "C", "C", "C", "C", "C", "H", "H", "H", "H", "H", "H", "H", "H", "H", "H", "H", "H", "H"],
  "xyz": [[3.876749, -0.888381, 0.626609], [3.139914, -0.249457, 0.545612], [2.534769, -0.171390, -0.587771], [1.893990, 1.038054, -1.120952], [0.543415, 1.041261, -1.609449], [-0.526213, 1.066110, -0.319982], [-1.494531, -0.119295, -0.444630], [-1.134954, -1.162597, 0.629997], [-1.769427, -0.754534, 2.009318], [2.340045, -1.115928, -1.201890], [2.240277, 1.955411, -0.749179], [0.422068, 0.176830, -2.301520], [0.434422, 1.887299, -2.158763], [-1.090800, 1.902428, -0.514881], [-0.097806, 1.105083, 0.720248], [-2.519664, 0.266045, -0.384383], [-1.479856, -0.572602, -1.479538], [-1.653351, -2.207716, 0.500868], [0.007007, -1.363713, 0.577574], [-2.061605, 0.297835, 1.946143], [-1.021177, -0.831766, 2.779526], [-2.583270, -1.298977, 2.537044]],
  "atomic_forces_ev_per_a": [[0.500, -1.949, 0.099], [-1.095, 3.243, -1.729], [-1.219, 0.396, 0.068], [2.659, -1.262, 1.359], [-0.064, -2.787, 3.686], [1.453, -2.152, -1.954], [0.005, -0.871, -0.661], [-1.529, -2.689, 0.162], [1.063, 0.661, 0.497], [0.300, 1.426, 0.130], [-0.465, -1.699, -0.064], [-0.278, 0.350, 0.751], [-0.592, 2.572, -1.626], [-1.148, 2.325, -0.006], [0.125, 0.056, -1.354], [0.014, -0.394, 0.516], [0.322, 0.412, 0.978], [1.160, 1.738, -0.659], [-1.907, 0.498, 0.644], [-0.045, -0.076, 0.254], [0.654, 0.346, 0.375], [0.087, -0.143, -1.465]],
  "lowdin_charge": [0.004, 0.058, -0.290, -0.060, -0.177, -0.142, -0.268, -0.257, -0.126, 0.128, 0.141, 0.117, 0.063, 0.054, 0.125, 0.101, 0.108, 0.119, 0.117, 0.061, 0.050, 0.075],
  "charge": 0,
  "multiplicity": 1,
  "smiles": "[H]/N=C/NCCCCC",
  "orbital_gap_ev": 9.953,
  "e_homo_ev": -8.77
}

---

[3]
{
  "formula": "C6H14N2",
  "method": "wB97M-V/def2-TZVPD",
  "symbols": ["N", "C", "C", "C", "C", "C", "N", "C", "H", "H", "H", "H", "H", "H", "H", "H", "H", "H", "H", "H", "H", "H"],
  "xyz": [[0.125063, -0.849702, -1.436210], [-0.479211, -0.035711, -2.485510], [-1.794737, 0.412629, -1.854405], [-1.500718, 0.501929, -0.367267], [-0.373400, -0.530530, -0.108264], [0.815006, 0.016632, 0.728604], [0.726928, -0.315185, 2.145754], [2.012465, 0.044124, 2.804946], [0.147183, -1.841076, -1.658784], [-0.567410, -0.571766, -3.432639], [0.205449, 0.726517, -2.886848], [-2.548502, -0.342399, -2.093758], [-2.178936, 1.318083, -2.319957], [-2.321911, 0.364695, 0.329369], [-1.101516, 1.494342, -0.148389], [-0.718973, -1.452852, 0.363359], [0.890914, 1.105736, 0.631487], [1.707312, -0.480502, 0.347325], [0.012551, 0.254068, 2.569570], [1.835541, -0.185848, 3.851571], [2.361190, 1.046766, 2.570265], [2.745712, -0.679949, 2.449781]],
  "atomic_forces_ev_per_a": [[-1.828, -0.243, -0.429], [0.535, 0.013, -0.750], [-0.644, -0.086, -0.587], [0.748, 0.411, 0.410], [-0.181, 0.725, -0.273], [0.248, -0.407, 1.141], [0.511, 0.367, -0.744], [-0.751, -1.446, -0.327], [0.957, -0.138, 0.058], [-0.294, -0.741, 0.348], [0.055, 0.537, 0.983], [0.100, -0.126, 0.218], [0.201, 0.203, 0.235], [-0.278, -0.219, -0.290], [0.032, 0.007, 0.000], [0.148, -0.052, -0.027], [0.049, -0.049, -0.699], [0.263, 0.285, 0.042], [-0.413, 0.052, 0.133], [0.398, 0.553, 0.197], [-0.048, 0.240, 0.326], [0.192, 0.116, 0.035]],
  "mulliken_spin": [0.748, -0.002, 0.027, 0.017, 0.009, 0.062, 0.031, 0.005, -0.019, 0.023, 0.055, 0.004, -0.002, 0.003, -0.001, 0.022, 0.010, 0.008, 0.002, 0.001, -0.002, 0.001],
  "charge": 1,
  "multiplicity": 2,
  "orbital_gap_ev": [10.079, 5.142],
  "e_homo_ev": [-13.09, -12.94]
}

---

[4]
{
  "formula": "C6H14N2O",
  "method": "wB97M-V/def2-TZVPD",
  "symbols": ["C", "C", "C", "C", "C", "N", "C", "O", "N", "H", "H", "H", "H", "H", "H", "H", "H", "H", "H", "H", "H", "H", "H"],
  "xyz": [[0.080655, -0.874838, 2.295189], [-0.866587, -0.006916, -0.519463], [-1.680709, 0.477438, -1.720491], [-0.245339, -1.365098, -0.851973], [1.398957, 1.121863, -1.084062], [0.773216, 0.214025, 2.051409], [0.202591, 1.133864, -0.123373], [0.434932, -1.730260, 3.294504], [0.705994, 1.213874, 1.210629], [1.136672, -1.349154, 3.848229], [1.530072, 0.393440, 2.725934], [-0.735823, -1.267697, 1.701157], [-1.566252, -0.106855, 0.317079], [-0.316802, 2.095819, -0.262885], [-2.420744, -0.274046, -1.996578], [-1.041426, 0.662397, -2.582739], [-2.211176, 1.401681, -1.486229], [0.158187, -1.345795, -1.867790], [0.575494, -1.635040, -0.192290], [-0.996407, -2.152794, -0.824365], [1.954712, 0.198297, -0.996101], [1.071078, 1.247213, -2.109562], [2.058706, 1.948580, -0.826226]],
  "atomic_forces_ev_per_a": [[0.232, -0.050, -0.199], [0.673, 1.024, 0.080], [-0.114, 0.005, 0.273], [0.123, 0.251, -0.181], [-0.322, 0.284, 0.155], [-0.525, -0.841, 0.085], [-1.099, -1.153, -0.714], [0.432, 0.075, 0.434], [0.782, 0.912, 0.647], [-0.280, -0.176, -0.153], [-0.471, -0.110, -0.090], [0.317, 0.482, 0.085], [0.073, 0.074, -0.037], [0.007, -0.262, -0.084], [-0.044, -0.020, -0.108], [0.026, -0.027, -0.059], [-0.007, 0.001, -0.026], [0.018, -0.010, 0.044], [0.021, -0.084, 0.116], [-0.063, -0.091, 0.046], [0.189, -0.260, 0.020], [0.012, -0.012, -0.320], [0.020, -0.013, -0.013]],
  "lowdin_charge": [-0.186, -0.385, -0.091, -0.100, -0.072, -0.037, -0.387, 0.017, -0.032, 0.104, 0.166, 0.118, 0.111, 0.124, 0.077, 0.071, 0.077, 0.080, 0.063, 0.079, 0.065, 0.064, 0.071],
  "charge": 0,
  "multiplicity": 1,
  "orbital_gap_ev": 7.299,
  "e_homo_ev": -6.80
}

---

[5]
{
  "formula": "C6H14N2O2",
  "method": "wB97M-V/def2-TZVPD",
  "symbols": ["C", "N", "C", "C", "O", "H", "H", "H", "H", "H", "H", "H", "C", "N", "C", "C", "O", "H", "H", "H", "H", "H", "H", "H"],
  "xyz": [[1.499226, 1.590094, 1.518409], [0.846310, 0.505584, 2.221400], [-0.425500, 0.142492, 1.930402], [-1.010570, -0.891182, 2.839616], [-1.043903, 0.648410, 1.008203], [1.006565, 2.536720, 1.711669], [2.529028, 1.625352, 1.852835], [1.503573, 1.459257, 0.440958], [1.378209, -0.047429, 2.867173], [-1.378028, -1.728938, 2.246658], [-0.361171, -1.333710, 3.592297], [-1.944202, -0.568193, 3.295538], [-2.068488, -0.074566, -2.258025], [-0.764180, -0.463259, -1.729931], [0.301491, -0.470550, -2.587399], [1.641742, -0.614773, -1.910615], [0.180947, -0.412755, -3.795168], [-1.990017, 0.114804, -3.321400], [-2.782053, -0.882370, -2.133175], [-2.420705, 0.808220, -1.744280], [-0.592373, -0.032222, -0.827465], [1.869733, 0.326877, -1.422594], [1.641077, -1.376790, -1.134256], [2.383285, -0.861078, -2.660861]],
  "atomic_forces_ev_per_a": [[0.178, -0.114, -0.050], [-0.077, 0.081, -0.279], [0.365, 0.074, 0.383], [-0.835, -1.138, -0.129], [-0.117, 0.106, -0.010], [-0.055, 0.141, 0.165], [0.127, 0.167, 0.067], [-0.093, -0.215, -0.122], [-0.065, 0.070, 0.134], [0.232, -0.060, -0.356], [0.189, 0.382, 0.049], [0.191, 0.541, 0.199], [0.097, -0.415, -0.106], [-0.207, 0.765, -0.110], [-0.195, -0.352, 0.072], [-0.042, -0.029, 0.009], [0.166, -0.080, -0.136], [0.102, 0.139, -0.125], [-0.185, -0.080, 0.151], [-0.173, 0.208, 0.121], [0.106, -0.431, 0.115], [0.291, 0.220, -0.029], [-0.147, -0.111, -0.004], [0.147, 0.130, -0.008]],
  "lowdin_charge": [-0.063, 0.012, -0.546, 0.000, 0.032, 0.090, 0.086, 0.061, 0.128, 0.088, 0.076, 0.089, -0.070, 0.008, -0.556, -0.003, 0.043, 0.073, 0.076, 0.079, 0.077, 0.060, 0.080, 0.080],
  "charge": 0,
  "multiplicity": 1,
  "smiles": "CNC(C)=O.CNC(C)=O",
  "orbital_gap_ev": 9.778,
  "e_homo_ev": -9.22
}

---

We obtain relative energy (zero: lowest compared OMol25 entry of this formula, charge and spin) values of 16.6; 58.9; 17.3; 97.6; 11.8 kcal per mole for the records listed above, in that order.
We obtain total energy values of -9428.7662; -9426.9296; -9420.3564; -11473.5394; -13525.1115 eV for the records listed above, in that order.